{
  "formula": "C47H47As2F3GeMnN3O2S",
  "method": "ωB97M-V/def2-TZVPD",
  "elements": ["Mn", "C", "As", "C", "C", "C", "C", "C", "C", "C", "As", "C", "C", "H", "H", "H", "H", "H", "H", "H", "H", "H", "H", "H", "H", "H", "H", "H", "H", "O", "C", "O", "C", "C", "Ge", "C", "C", "C", "C", "C", "C", "C", "C", "C", "C", "C", "C", "C", "C", "C", "C", "C", "C", "H", "H", "H", "H", "H", "H", "H", "H", "H", "H", "H", "H", "H", "H", "H", "H", "H", "H", "H", "F", "C", "F", "F", "C", "C", "C", "N", "C", "C", "H", "H", "H", "H", "S", "C", "C", "C", "N", "C", "C", "C", "C", "C", "N", "C", "C", "H", "H", "H", "H", "H", "H", "H", "H"],
  "xyz": [[-0.4488, 1.6944, -0.1004], [-1.5756, 1.5708, 3.6836], [-0.4979, 2.4207, 2.3269], [-0.9262, 4.2915, 2.6091], [1.3204, 2.3973, 2.9547], [1.6030, 2.6207, 4.2979], [2.9215, 2.7544, 4.7083], [3.9545, 2.6641, 3.7825], [3.6779, 2.4215, 2.4460], [2.3563, 2.2852, 2.0347], [1.9721, 1.8035, 0.2077], [3.1148, 2.9070, -0.8991], [2.8473, 0.0860, 0.0665], [-1.1595, 0.6032, 3.9501], [-2.5923, 1.4480, 3.3174], [-1.5881, 2.2338, 4.5452], [-0.7362, 4.4979, 3.6608], [-1.9724, 4.4962, 2.3863], [-0.2854, 4.9272, 2.0058], [0.8066, 2.6958, 5.0281], [3.1438, 2.9358, 5.7517], [4.9823, 2.7715, 4.1049], [4.4975, 2.3267, 1.7451], [4.1053, 2.8496, -0.4529], [2.7905, 3.9445, -0.9263], [3.1503, 2.4947, -1.9035], [3.8869, 0.2707, 0.3369], [2.7874, -0.2976, -0.9492], [2.4133, -0.6237, 0.7649], [-2.5017, -1.4715, -0.2944], [-1.7425, -1.0927, 0.5353], [-1.0388, 0.1013, 0.3026], [-1.5197, -1.6949, 1.8948], [-0.0321, -1.8195, 2.2852], [0.8256, -3.4801, 1.6326], [0.2860, -3.8227, -0.1992], [-0.3223, -5.0215, -0.5720], [-0.7344, -5.2277, -1.8834], [-0.5356, -4.2429, -2.8400], [0.0596, -3.0406, -2.4817], [0.4589, -2.8329, -1.1688], [0.3546, -4.9437, 2.8355], [-0.3921, -4.7214, 4.0079], [-0.7628, -5.7846, 4.8053], [-0.3624, -7.0910, 4.4635], [0.3906, -7.3251, 3.3093], [0.7631, -6.2641, 2.5130], [2.7454, -3.1989, 1.7948], [3.6248, -3.5947, 0.7843], [4.9870, -3.3351, 0.8989], [5.4792, -2.6910, 2.0279], [4.6120, -2.3007, 3.0427], [3.2511, -2.5608, 2.9311], [-2.0334, -2.6546, 1.8935], [-2.0543, -1.0480, 2.5975], [0.0689, -1.8007, 3.3729], [0.5286, -0.9604, 1.9147], [-0.4920, -5.7987, 0.1641], [-1.2113, -6.1595, -2.1601], [-0.8428, -4.4147, -3.8633], [0.2137, -2.2687, -3.2278], [0.9099, -1.8845, -0.8972], [-0.7026, -3.7230, 4.2904], [-1.3603, -5.6129, 5.6919], [-0.6167, -7.9186, 5.1147], [0.6944, -8.3314, 3.0493], [1.3789, -6.4505, 1.6401], [3.2515, -4.1096, -0.0950], [5.6635, -3.6454, 0.1123], [6.5438, -2.5234, 2.1320], [4.9993, -1.8131, 3.9291], [2.5895, -2.2825, 3.7466], [-5.2215, 6.2308, -1.0247], [-4.0006, 6.6654, -0.7328], [-3.6409, 7.5970, -1.6093], [-4.0107, 7.2013, 0.4919], [-2.9974, 5.5169, -0.7407], [-1.6405, 5.7931, -0.7785], [-0.7450, 4.7486, -0.6770], [-1.1542, 3.4823, -0.5683], [-2.4748, 3.2086, -0.5920], [-3.4303, 4.1974, -0.6649], [-1.2787, 6.8090, -0.8784], [0.3225, 4.9239, -0.6787], [-2.7753, 2.1603, -0.5614], [-4.4826, 3.9484, -0.6767], [-0.5874, 0.7715, -6.6239], [-0.5317, 0.9746, -4.8732], [0.3066, 1.9495, -4.3125], [0.3490, 2.0974, -2.9488], [-0.3531, 1.3101, -2.1040], [-1.1417, 0.3507, -2.6384], [-1.2622, 0.1725, -3.9974], [-2.3670, 0.8106, -6.8356], [-2.9901, 2.0359, -7.0086], [-4.3675, 2.0369, -7.2036], [-5.1028, 0.9251, -7.2293], [-4.4810, -0.2434, -7.0833], [-3.1075, -0.3575, -6.8857], [0.9025, 2.5928, -4.9473], [0.9293, 2.8972, -2.5106], [-1.6557, -0.3055, -1.9488], [-1.9154, -0.6049, -4.3704], [-2.4255, 2.9595, -7.0125], [-4.8988, 2.9700, -7.3537], [-5.1021, -1.1304, -7.1362], [-2.6393, -1.3301, -6.7987]],
  "forces_ev_per_a": [[-0.863, -0.655, -0.624], [-0.137, -0.305, -0.311], [0.447, 0.456, 0.674], [-0.173, -0.009, -0.271], [-0.006, -0.110, -0.103], [-0.037, -0.027, 0.015], [0.022, -0.002, -0.028], [-0.006, -0.017, 0.073], [0.041, -0.026, -0.131], [-0.337, 0.126, 0.038], [1.644, -0.308, 0.614], [-0.482, 0.225, -0.223], [-0.425, -0.203, -0.272], [0.064, -0.025, -0.016], [-0.057, -0.005, 0.017], [0.050, 0.063, 0.035], [0.005, -0.040, 0.050], [-0.025, -0.013, -0.008], [0.060, 0.018, 0.000], [0.013, 0.021, 0.022], [-0.003, -0.009, -0.014], [-0.026, -0.007, -0.014], [0.039, 0.006, 0.011], [0.027, -0.038, 0.105], [0.029, 0.026, 0.017], [0.026, -0.041, -0.046], [0.046, 0.070, 0.042], [0.002, -0.013, -0.044], [0.009, -0.101, 0.089], [0.197, 0.376, -0.021], [-0.456, -0.661, 0.237], [0.312, 0.471, 0.135], [0.488, 0.121, -0.038], [-0.333, 0.078, -0.032], [0.316, -0.751, 0.692], [-0.127, 0.144, -0.040], [-0.062, 0.061, -0.022], [0.022, -0.009, -0.006], [-0.012, 0.005, 0.000], [-0.004, 0.063, 0.024], [-0.071, -0.182, -0.103], [-0.106, -0.353, -0.006], [0.279, -0.176, -0.885], [0.259, -1.052, 0.016], [-0.070, 0.584, 0.015], [-0.233, -0.022, 0.656], [-0.283, 1.141, 0.045], [-0.072, 0.246, -0.309], [0.049, 0.219, 0.116], [-0.028, -0.032, 0.023], [-0.002, -0.003, -0.024], [-0.039, -0.018, 0.013], [0.127, 0.042, -0.189], [-0.027, -0.026, -0.006], [-0.082, 0.013, -0.029], [-0.016, -0.046, -0.037], [0.058, 0.142, -0.003], [0.017, 0.034, -0.014], [0.034, 0.016, 0.017], [-0.001, -0.003, 0.000], [0.042, -0.045, -0.011], [0.121, 0.114, 0.025], [-0.032, 0.067, -0.029], [0.075, -0.072, 0.026], [-0.094, 0.049, -0.081], [0.001, 0.023, 0.066], [-0.035, 0.046, -0.053], [-0.009, 0.042, 0.004], [0.012, -0.035, 0.048], [-0.022, 0.045, -0.022], [0.020, -0.056, 0.013], [0.005, 0.001, -0.017], [0.074, 0.018, 0.011], [-0.042, 0.030, -0.034], [-0.005, -0.035, 0.041], [0.000, -0.016, -0.053], [-0.105, -0.079, 0.001], [0.030, 0.106, -0.054], [0.249, 0.037, -0.032], [-0.374, 0.044, 0.112], [-0.098, 0.189, -0.056], [0.008, 0.087, -0.044], [-0.008, -0.023, 0.023], [0.026, 0.008, 0.033], [-0.009, -0.022, 0.021], [-0.001, -0.010, 0.013], [-0.057, 0.264, 0.277], [0.065, -0.044, -0.308], [0.190, -0.070, 0.102], [-0.091, 0.038, -0.247], [0.104, 0.115, 0.217], [0.041, -0.239, -0.031], [-0.133, 0.087, 0.107], [0.105, -0.195, -0.021], [-0.094, 0.057, 0.003], [-0.015, -0.204, 0.017], [0.171, 0.022, 0.023], [-0.020, 0.162, -0.013], [-0.085, -0.075, -0.038], [-0.060, 0.023, 0.026], [0.049, 0.023, 0.038], [-0.053, 0.028, -0.026], [-0.002, 0.008, 0.029], [-0.027, -0.024, -0.019], [0.005, -0.024, 0.006], [0.010, 0.024, 0.010], [-0.018, 0.031, -0.026]],
  "mulliken_charge": [0.1524, -1.3513, 1.2430, -1.3204, 0.2139, -0.7588, -0.8535, -0.9547, -0.9608, 0.5504, 1.4169, -1.3076, -0.7136, 0.3273, 0.4854, 0.5787, 0.5656, 0.4599, 0.3945, 0.4791, 0.4673, 0.4760, 0.2828, 0.5512, 0.3571, 0.5394, 0.8146, 0.5599, -0.4296, -0.4992, -0.0640, 0.5827, -0.8695, -0.0761, 1.6201, 0.0231, -0.7036, -0.7867, -0.8548, -0.7145, 0.1912, 0.2552, -0.2091, -0.7497, -0.5253, -0.8283, -0.4015, -0.1388, -0.3382, -0.7215, -0.5888, -0.7288, -0.1909, 0.4487, 0.4614, 0.6410, -0.8675, 0.5000, 0.4551, 0.4252, 0.6504, 0.4157, 0.1718, 0.4149, 0.4123, 0.4262, 0.5282, 0.4568, 0.4578, 0.4501, 0.4930, 0.4049, -0.2398, 0.7287, -0.2255, -0.2229, 0.1901, -0.9929, -0.3209, 0.1451, -0.2470, -0.8778, 0.5366, 0.6259, 0.4574, 0.6230, -0.0624, 0.5789, -1.1847, -0.3554, 0.8123, -0.3007, -1.3246, 0.2262, -0.1602, -0.4728, -0.5009, -0.4797, -0.0339, 0.5412, 0.5089, 0.5167, 0.5012, 0.4486, 0.3774, 0.3783, 0.5111],
  "homo_lumo_gap_ev": [2.127, 3.984],
  "lumo_ha": [-0.4450, -0.3769],
  "homo_energy_ev": [-14.237, -14.239],
  "e_above_lowest_ev": 2.373,
  "spin_multiplicity": 4,
  "charge": 3
}

***

{
  "formula": "C47H47AuN4OP2S",
  "method": "ωB97M-V/def2-TZVPD",
  "elements": ["Au", "C", "S", "C", "C", "C", "N", "P", "C", "C", "C", "C", "C", "C", "C", "C", "C", "C", "C", "C", "P", "C", "C", "C", "C", "C", "C", "C", "C", "C", "C", "C", "C", "H", "H", "H", "H", "H", "H", "H", "H", "H", "H", "H", "H", "H", "H", "H", "H", "H", "H", "H", "H", "H", "H", "H", "H", "H", "H", "H", "H", "H", "C", "C", "N", "C", "C", "C", "O", "C", "C", "C", "C", "N", "C", "H", "H", "H", "H", "H", "H", "H", "H", "H", "H", "H", "H", "H", "H", "N", "C", "C", "C", "C", "C", "C", "C", "C", "C", "H", "H", "H", "H"],
  "xyz": [[0.2117, -2.1880, -1.3994], [-3.4331, 4.6221, 3.0275], [-4.2727, 3.0762, 3.4197], [-3.9862, 2.1642, 1.8896], [-2.5520, 1.6683, 1.7392], [-2.4059, 0.8389, 0.4663], [-1.0620, 0.2098, 0.3442], [-0.7873, -1.3599, 0.6543], [-2.1153, -2.3333, 1.3506], [-2.3544, -3.6508, 0.9631], [-3.2538, -4.4189, 1.6826], [-3.9141, -3.8825, 2.7796], [-3.6555, -2.5802, 3.1817], [-2.7408, -1.8077, 2.4853], [0.6405, -1.6210, 1.6838], [1.1708, -2.9101, 1.7774], [2.2861, -3.1306, 2.5629], [2.8616, -2.0747, 3.2618], [2.3012, -0.8047, 3.2082], [1.1935, -0.5660, 2.4125], [0.3538, 1.0185, -0.4195], [0.1150, 2.7421, 0.0675], [0.8205, 3.1922, 1.1846], [0.6594, 4.4939, 1.6342], [-0.1940, 5.3550, 0.9573], [-0.8763, 4.9223, -0.1735], [-0.7201, 3.6209, -0.6227], [-0.0533, 1.0293, -2.1904], [-1.2811, 0.7480, -2.7832], [-1.4200, 0.8028, -4.1630], [-0.3392, 1.1501, -4.9602], [0.8911, 1.4289, -4.3792], [1.0365, 1.3553, -3.0035], [-3.5872, 5.2830, 3.8783], [-3.8725, 5.0840, 2.1439], [-2.3625, 4.4822, 2.8873], [-4.2758, 2.7845, 1.0370], [-4.6781, 1.3186, 1.9222], [-2.2820, 1.0857, 2.6209], [-1.8623, 2.5117, 1.7085], [-2.5569, 1.4786, -0.4028], [-3.1588, 0.0463, 0.4256], [-1.8596, -4.0734, 0.1010], [-3.4424, -5.4402, 1.3814], [-4.6243, -4.4849, 3.3297], [-4.1564, -2.1637, 4.0449], [-2.5220, -0.8097, 2.8349], [0.7215, -3.7337, 1.2325], [2.7163, -4.1203, 2.6286], [3.7519, -2.2452, 3.8497], [2.7341, 0.0023, 3.7841], [0.7516, 0.4207, 2.3682], [1.5053, 2.5256, 1.6972], [1.2055, 4.8409, 2.5009], [-0.3153, 6.3734, 1.3017], [-1.5218, 5.6043, -0.7108], [-1.2347, 3.2955, -1.5191], [-2.1304, 0.4626, -2.1801], [-2.3765, 0.5759, -4.6151], [-0.4537, 1.2000, -6.0345], [1.7359, 1.6980, -4.9986], [2.0031, 1.5645, -2.5548], [6.2007, 1.1004, -1.9365], [5.1884, 1.2642, -0.8110], [5.4893, 0.4969, 0.4007], [6.1448, 1.1979, 1.5111], [7.5596, 1.6507, 1.1880], [5.1751, -0.8035, 0.5513], [5.3893, -1.4717, 1.5505], [4.4443, -1.4900, -0.5815], [5.0772, -2.2569, -1.5483], [4.3048, -2.9583, -2.4631], [2.9319, -2.8931, -2.3725], [2.3146, -2.1700, -1.4184], [3.0617, -1.4797, -0.5478], [5.9434, 1.7595, -2.7662], [6.2153, 0.0790, -2.3150], [7.2068, 1.3493, -1.6056], [4.1867, 1.0041, -1.1622], [5.1405, 2.3098, -0.5051], [6.1505, 0.5124, 2.3543], [5.5222, 2.0574, 1.7750], [8.1808, 0.8042, 0.8953], [8.0046, 2.1064, 2.0716], [7.5807, 2.3941, 0.3910], [6.1574, -2.3173, -1.5825], [4.7595, -3.5626, -3.2346], [2.3021, -3.4384, -3.0635], [2.5340, -0.8943, 0.1944], [-9.6826, -2.2111, -2.3068], [-8.5373, -2.2194, -2.2300], [-7.1048, -2.2198, -2.1304], [-6.4152, -1.0073, -2.1431], [-5.0386, -1.0058, -2.0400], [-4.3425, -2.2125, -1.9182], [-5.0400, -3.4235, -1.9125], [-6.4173, -3.4274, -2.0202], [-2.9227, -2.2068, -1.7749], [-1.7174, -2.2306, -1.6507], [-6.9638, -0.0806, -2.2367], [-4.4965, -0.0691, -2.0559], [-4.4975, -4.3556, -1.8311], [-6.9663, -4.3585, -2.0208]],
  "forces_ev_per_a": [[0.083, 0.092, -0.028], [-0.003, -0.013, -0.004], [-0.004, -0.020, -0.008], [0.009, 0.000, 0.026], [-0.023, -0.013, -0.037], [-0.020, -0.022, -0.011], [0.125, -0.018, 0.114], [-0.195, -0.067, -0.076], [0.056, 0.085, 0.130], [-0.008, 0.000, -0.039], [0.005, -0.010, -0.005], [-0.002, 0.008, 0.008], [-0.004, -0.002, -0.004], [0.017, -0.021, -0.014], [0.078, 0.088, -0.083], [-0.008, -0.016, -0.034], [0.020, 0.003, 0.026], [-0.009, -0.028, -0.017], [-0.012, 0.026, 0.006], [-0.021, -0.027, 0.028], [-0.033, -0.010, 0.023], [-0.007, 0.000, 0.017], [-0.029, 0.007, 0.008], [-0.002, 0.004, -0.006], [0.004, -0.004, 0.005], [-0.002, -0.001, 0.000], [-0.007, -0.007, -0.003], [0.008, -0.036, -0.002], [-0.024, 0.029, 0.003], [0.011, 0.008, 0.002], [-0.021, -0.004, -0.012], [0.008, 0.001, 0.009], [0.009, -0.029, -0.011], [-0.002, 0.003, -0.001], [0.004, 0.006, -0.002], [0.009, 0.005, -0.001], [-0.002, 0.007, 0.002], [-0.004, -0.004, -0.009], [0.021, -0.011, 0.004], [-0.011, 0.017, -0.017], [0.017, -0.014, -0.013], [-0.008, 0.014, 0.003], [-0.004, -0.009, -0.007], [0.002, -0.005, -0.001], [-0.001, -0.004, 0.000], [-0.002, 0.002, 0.000], [0.008, 0.018, 0.006], [0.013, -0.003, 0.005], [-0.007, -0.007, -0.005], [0.013, 0.003, 0.012], [0.000, 0.002, -0.006], [0.011, 0.009, 0.003], [0.003, 0.003, 0.009], [0.005, 0.001, 0.004], [-0.001, 0.005, 0.004], [-0.001, 0.004, -0.001], [-0.003, -0.001, 0.003], [0.013, 0.008, -0.008], [-0.004, 0.000, -0.008], [0.001, 0.000, -0.004], [0.005, 0.002, -0.002], [0.002, 0.004, -0.001], [-0.015, 0.020, 0.011], [0.035, -0.007, 0.001], [-0.021, -0.002, -0.018], [0.022, 0.000, 0.015], [-0.006, -0.005, 0.008], [0.011, 0.011, 0.009], [0.013, -0.021, -0.009], [-0.138, 0.026, 0.019], [0.001, -0.002, 0.013], [0.036, -0.006, -0.007], [-0.027, -0.047, 0.034], [0.025, -0.067, -0.003], [0.036, 0.090, 0.011], [0.000, 0.002, -0.004], [-0.005, -0.026, -0.012], [-0.001, 0.002, 0.007], [-0.007, -0.029, -0.004], [0.003, 0.012, 0.004], [-0.005, 0.009, -0.005], [-0.005, -0.001, -0.003], [0.003, -0.003, -0.002], [0.004, 0.003, 0.003], [0.001, 0.004, -0.002], [0.009, 0.007, 0.006], [-0.004, 0.000, -0.003], [-0.008, 0.001, -0.001], [0.015, -0.046, -0.038], [-0.018, -0.004, 0.007], [-0.046, 0.004, -0.018], [0.063, 0.008, 0.007], [0.000, -0.025, -0.002], [-0.010, -0.018, 0.000], [-0.028, 0.017, 0.016], [-0.004, 0.010, 0.006], [0.002, 0.013, 0.003], [0.037, -0.018, -0.025], [-0.041, 0.022, 0.007], [-0.002, 0.000, -0.001], [0.001, 0.006, -0.005], [0.004, 0.003, -0.001], [-0.005, -0.001, -0.002]],
  "mulliken_charge": [0.6466, -0.6541, -0.0938, -1.0901, 0.4937, -1.3401, 1.0650, -1.2199, 1.3114, -0.2508, -0.8017, -0.6685, -0.9928, -0.5095, 0.6797, -0.5909, -0.8184, -0.6337, -0.5668, -0.3949, 0.3551, 0.3239, -0.3225, -0.7222, -0.6820, -0.8474, -0.1588, 1.0575, 0.4302, -0.7529, -0.7858, -0.7012, -1.0446, 0.4072, 0.2551, 0.0833, 0.3828, 0.3999, 0.2548, -0.4318, 0.7184, 0.6782, 0.6052, 0.4993, 0.4530, 0.5095, 0.3383, 0.4433, 0.4613, 0.3806, 0.5490, 0.5065, 0.4444, 0.4671, 0.4528, 0.4927, 0.4311, -0.0302, 0.5252, 0.4218, 0.4851, 0.2740, -1.1042, -0.3551, 0.4817, -0.6753, -1.2674, 0.1245, -0.6472, -0.4217, 0.2991, -1.0134, -0.4833, -0.4254, 0.1845, 0.4141, 0.1985, 0.3178, -0.1044, 0.5466, 0.4248, 0.3764, 0.3304, 0.4114, 0.3060, 0.7153, 0.4735, 0.4426, 0.6948, -0.4095, -0.1635, 0.5799, -0.9937, -0.0591, 0.3345, -0.4523, -0.9152, 0.6595, -0.0215, 0.4848, 0.5169, 0.5169, 0.5002],
  "homo_lumo_gap_ev": 4.966,
  "lumo_ha": -0.2811,
  "homo_energy_ev": -12.614,
  "e_above_lowest_ev": 0.504,
  "spin_multiplicity": 1,
  "charge": 2
}